Record 1
The following is a quantum chemistry calculation of 2 unconnected molecules or ions with the total composition C27H29NO4S2, from the OMol25 dataset.

Results
Maximum force: 2.613 eV Å⁻¹
SMILES: C=C(S(=O)(=O)c1ccccc1)S(=O)(=O)c1ccccc1.C=C(c1ccccc1)N1CCCCC1
Energy above the lowest of the compared OMol25 structures with the same formula, charge and spin: 133.6 kJ/mol
LUMO: -0.54 eV

Structure (ORCA input):
```
! RIJCOSX wB97M-V def2-TZVPD def2/J DEFGRID3
* xyz 0 1
C -3.86 -0.92 4.10
O -3.24 -2.36 -0.50
C -7.97 -2.99 1.52
C -1.46 -3.10 2.54
H -0.98 -0.52 -0.17
C -5.25 -3.21 0.95
N 1.69 -0.58 0.34
H 0.92 1.67 2.76
H -8.05 -1.68 -0.20
H 3.66 -0.94 -0.32
C 0.87 0.27 1.19
H -7.57 -4.33 3.17
C 2.59 -4.88 -0.62
C 1.76 -2.62 -1.02
C -7.42 -2.32 0.43
C -6.06 -2.43 0.13
H 0.28 -0.35 1.90
C 3.78 0.47 1.28
C -5.25 -0.92 4.19
C 1.76 -3.81 -0.26
H -5.63 -1.92 -0.72
C 3.27 -3.68 -2.61
H 1.13 -3.85 0.63
H 1.62 2.24 1.25
H -3.04 -0.99 7.39
H 2.40 -1.69 -2.86
C 2.95 1.04 2.43
H -5.17 -4.70 2.51
C -3.06 -0.87 5.24
H 3.84 -3.63 -3.54
C 2.47 -2.59 -2.23
C -5.05 -1.19 6.59
H 3.99 -5.66 -2.08
H -9.04 -2.88 1.76
H 2.88 0.30 3.23
C -7.15 -3.82 2.30
C -5.80 -3.99 1.97
H -0.97 -2.16 -0.99
S -3.10 -0.90 2.45
H 0.13 0.78 0.56
C -3.66 -1.01 6.49
C 3.12 -0.75 0.62
C 3.35 -4.82 -1.80
H 3.95 1.24 0.52
H 3.43 1.93 2.83
H -1.99 -0.72 5.14
H -5.52 -1.35 7.57
C 0.98 -1.47 -0.42
C -0.41 -1.40 -0.47
H -5.86 -0.75 3.30
S -3.45 -3.25 0.63
H -1.15 -4.09 2.21
H 2.64 -5.76 0.03
C -2.59 -2.55 2.04
O -1.95 -0.03 2.53
C 1.57 1.39 1.93
H -6.91 -1.35 5.48
O -3.03 -4.63 0.53
H 3.31 -1.63 1.26
H -0.90 -2.59 3.32
H 4.76 0.17 1.66
C -5.84 -1.17 5.43
O -4.19 -0.53 1.57
*
```

Listed below, in e, are the Löwdin charges computed for each atom: -0.26 -0.30 -0.08 0.09 0.05 -0.27 -0.08 0.11 0.11 0.12 -0.19 0.11 -0.08 -0.19 -0.06 -0.06 0.11 -0.19 -0.05 -0.04 0.12 -0.09 0.11 0.12 0.11 0.12 -0.21 0.12 -0.06 0.10 -0.03 -0.07 0.10 0.11 0.11 -0.08 -0.06 0.04 0.69 0.11 -0.07 -0.15 -0.09 0.12 0.11 0.11 0.11 -0.27 0.05 0.12 0.70 0.08 0.10 -0.38 -0.30 -0.18 0.11 -0.30 0.12 0.09 0.11 -0.07 -0.31


Record 2
The following is a quantum chemistry calculation of 7 unconnected molecules or ions with the total composition C4H20NO8, from the OMol25 dataset.

Results
Maximum force: 2.890 eV Å⁻¹
Energy above the lowest of the compared OMol25 structures with the same formula, charge and spin: 156.2 kJ/mol
LUMO: 3.07 eV

Structure (ORCA input):
```
! RIJCOSX wB97M-V def2-TZVPD def2/J DEFGRID3
* xyz -1 1
O -1.10 -1.27 -2.65
H 0.71 3.34 -0.46
H 3.26 -1.12 -1.88
O 2.71 -1.89 -1.77
H 0.96 -2.12 0.45
H -2.05 -2.53 0.48
C -2.20 1.76 -0.78
H -0.45 0.02 3.26
H -0.15 -1.36 -2.51
H -2.11 0.68 -0.82
H -0.56 1.51 3.03
H -1.42 -1.49 -1.78
O 1.57 -0.72 2.61
H -2.96 1.95 -1.53
C 0.89 0.44 -0.91
H -0.44 0.84 0.55
H 1.85 -1.70 -1.29
O -2.44 -1.69 0.72
H 1.62 -1.16 1.74
H 2.16 -1.21 3.18
C -1.04 2.69 -1.11
H -2.50 2.01 0.24
O 0.62 -0.86 -0.59
H -1.95 -1.00 1.15
N 0.00 2.67 -0.21
H 2.10 -3.12 0.36
C 0.47 1.37 0.28
H 1.95 0.65 -1.16
H 1.19 1.28 1.09
H 0.23 0.66 -1.77
O -1.18 3.56 -1.94
O 1.33 -2.93 0.90
O -1.09 0.73 3.14
*
```

Listed below, in e, are the Löwdin charges computed for each atom: -0.08 0.13 0.00 -0.12 -0.02 0.03 0.00 0.01 0.01 0.06 0.01 0.00 -0.07 0.08 -0.35 0.07 -0.01 -0.05 0.01 0.04 -0.55 0.09 -0.36 0.01 0.05 0.02 -0.17 0.10 0.10 0.10 0.02 -0.11 -0.05


Q: Which of these has the lowest maximum force?
A: C27H29NO4S2


Q: Look up the LUMO of the second one.
A: 3.07 eV


Q: Which of these has the lowest energy above the lowest of the compared OMol25 structures with the same formula, charge and spin?
A: C27H29NO4S2


Q: What is the energy above the lowest of the compared OMol25 structures with the same formula, charge and spin in the second record?
A: 156.2 kJ/mol